*one*
A cluster of 34 separate species, H68O34 in total, computed with the ωB97M-V functional and the def2-TZVPD basis.

```
! RIJCOSX wB97M-V def2-TZVPD def2/J DEFGRID3
* xyz 0 1
O 11.86906 10.19032 15.28887
H 12.45656 9.72507 14.68146
H 11.98285 9.80865 16.17306
O 14.19399 14.46959 12.52678
H 14.83387 13.93792 13.00593
H 14.11165 14.04814 11.65614
O 12.74407 6.36425 13.76072
H 12.54504 6.96092 14.53770
H 11.93107 5.90428 13.51797
O 12.84423 7.06726 9.80547
H 12.17529 6.58354 9.29121
H 13.01846 7.91675 9.28482
O 8.94255 8.96203 8.52741
H 8.17945 9.17974 7.95721
H 9.60588 9.69793 8.43913
O 6.02223 5.94391 10.98796
H 6.25445 6.88110 11.06731
H 6.76038 5.47320 11.31466
O 8.75082 10.31778 13.35719
H 8.39443 10.97170 13.96926
H 9.53301 10.81596 13.09960
O 10.77005 6.42557 7.75081
H 10.37662 5.69558 8.26018
H 10.13032 7.17124 7.77105
O 14.88213 9.63863 15.00865
H 15.33188 10.45612 15.30063
H 15.49565 9.18400 14.31177
O 13.32641 9.32989 8.26333
H 13.74102 10.01626 8.81303
H 12.54021 9.80676 7.91492
O 10.96711 10.32023 7.20114
H 10.63279 10.09877 6.35251
H 11.19255 11.27846 7.19679
O 9.80954 8.12299 15.48882
H 9.89560 8.97448 15.01359
H 10.68488 7.87136 15.74778
O 7.50400 16.74340 11.91543
H 7.06453 17.42656 12.40005
H 6.88431 16.05918 11.69159
O 9.18174 15.40686 13.97350
H 8.53055 15.87471 13.41636
H 10.01885 15.45324 13.48742
O 10.79209 15.10656 16.14456
H 11.29808 15.88843 16.37651
H 10.00298 15.34260 15.56916
O 12.97141 15.76604 8.50276
H 12.66225 15.25946 9.26452
H 13.78129 15.35428 8.24643
O 12.97586 13.27885 10.24584
H 12.37018 13.36878 10.99623
H 13.21375 12.35285 10.26101
O 15.29755 12.91525 14.66952
H 15.60579 13.79229 14.95947
H 14.33575 12.92120 14.66201
O 7.38068 8.76323 11.13576
H 7.82541 9.07685 10.38925
H 7.93662 9.11448 11.84549
O 15.09087 7.40686 11.66000
H 14.49582 7.38479 10.90655
H 14.61584 6.93709 12.33096
O 6.87647 14.10005 11.46478
H 7.80712 13.99192 11.75072
H 6.78757 13.34883 10.85145
O 13.89374 10.81906 10.60740
H 14.80436 11.05441 10.96108
H 13.58728 10.13442 11.21009
O 11.58116 14.92261 12.20172
H 12.45233 14.63728 12.41007
H 11.75746 15.86008 11.98316
O 12.36213 13.08091 15.08835
H 11.95814 12.18423 15.24365
H 11.79259 13.78055 15.45973
O 7.25860 12.50572 14.40090
H 7.56462 13.26822 14.92598
H 6.97524 12.96322 13.59363
O 16.58134 9.06622 12.70102
H 17.38994 8.55829 12.61397
H 15.93368 8.56059 12.15817
O 11.42064 12.96517 7.78196
H 11.61853 13.71421 7.18736
H 11.86894 13.08298 8.62232
O 12.92498 7.95184 16.40116
H 13.32243 7.19827 16.85077
H 13.67477 8.37128 15.98506
O 7.13239 11.74230 10.11474
H 6.48581 11.24241 10.59997
H 7.97469 11.29026 10.11486
O 10.15201 7.26236 12.72075
H 9.71201 7.62786 13.50025
H 9.42123 7.14646 12.08092
O 16.15840 11.45706 11.93741
H 16.52006 10.64517 12.32835
H 15.91807 12.02414 12.69869
O 9.99955 11.25442 10.43442
H 10.33007 11.68157 11.24867
H 10.37855 11.84819 9.77894
O 12.56268 8.77822 11.97727
H 12.31055 8.02982 12.51668
H 12.26037 8.39618 11.16467
O 11.54201 11.60855 12.54485
H 11.89712 12.10516 13.33089
H 12.01244 10.75380 12.42295
*
```

Summary:
Kohn-Sham gap: 0.3947 Ha
lowest unoccupied orbital energy: -0.06 eV

***

*two*
A cluster of 34 separate species, H68O34 in total, computed with the ωB97M-V functional and the def2-TZVPD basis.

```
! RIJCOSX wB97M-V def2-TZVPD def2/J DEFGRID3
* xyz 0 1
O 34.86596 3.19433 1.67324
H 35.04009 2.39541 1.17560
H 35.39496 3.10349 2.46579
O 36.24785 5.71218 -0.56593
H 36.91166 5.84862 -1.24193
H 36.32629 4.78633 -0.33596
O 36.77053 0.04064 -4.89099
H 36.27502 -0.75934 -5.06627
H 36.92029 0.42434 -5.75503
O 36.60267 4.42948 -5.81576
H 36.30151 3.80864 -5.15236
H 37.50683 4.62432 -5.56923
O 29.62788 3.49148 -3.60856
H 29.86043 2.92442 -2.87332
H 30.43962 3.58243 -4.10759
O 33.31025 5.40824 2.04366
H 33.62500 4.50738 1.96880
H 32.45354 5.32906 2.46322
O 34.41558 7.00757 -3.64763
H 35.04471 7.71614 -3.78303
H 34.22091 7.03521 -2.71085
O 32.61745 -0.18700 -4.65083
H 32.66887 -0.76463 -5.41237
H 32.32103 0.65137 -5.00512
O 37.33800 1.76426 -1.09595
H 37.21134 1.45552 -1.99310
H 37.57536 2.68669 -1.19086
O 34.04225 7.20749 -0.80838
H 34.76871 6.63554 -0.56066
H 34.34839 8.08947 -0.59715
O 33.22904 4.30378 -5.15321
H 32.85621 5.18150 -5.07050
H 34.15933 4.45313 -5.32197
O 33.53262 7.21121 -6.27757
H 34.24356 7.29749 -6.91267
H 33.96407 7.26894 -5.42507
O 31.12882 8.44221 -0.18241
H 31.77754 9.04521 -0.54543
H 31.58937 7.60572 -0.11606
O 29.13306 -1.13439 -0.95569
H 29.16474 -0.86653 -1.87411
H 29.97608 -1.56043 -0.80074
O 35.40697 2.27930 -4.39470
H 35.21206 2.04443 -3.48747
H 35.85200 1.51054 -4.75132
O 33.71161 -2.12037 -0.69008
H 34.40047 -2.11404 -0.02549
H 33.79760 -1.27613 -1.13290
O 31.74946 8.18005 -4.37266
H 31.70499 7.43288 -3.77600
H 32.01043 7.80153 -5.21222
O 35.21210 0.61485 0.33501
H 34.74948 0.35529 -0.46176
H 36.12847 0.68657 0.06789
O 28.55675 5.59868 -1.54132
H 27.77809 5.15614 -1.87908
H 28.45561 5.56960 -0.58992
O 36.25662 2.19335 -7.73573
H 36.58791 2.73705 -7.02098
H 36.68571 2.53858 -8.51863
O 32.63158 2.59076 -2.83067
H 33.02678 2.91293 -3.64077
H 32.85499 3.25166 -2.17529
O 27.12372 1.87150 -3.93062
H 27.39950 1.00996 -4.24354
H 27.93511 2.37560 -3.86930
O 33.61811 0.16478 -2.07903
H 33.43213 1.10222 -2.13246
H 33.44222 -0.16538 -2.96011
O 28.73634 5.26479 1.45691
H 29.20940 4.73248 0.81731
H 27.86577 4.86937 1.50126
O 33.23882 0.32696 2.02567
H 32.60079 0.62626 1.37793
H 34.06707 0.28978 1.54730
O 31.98947 2.02459 -5.93291
H 32.22242 2.91900 -5.68396
H 32.61830 1.79433 -6.61685
O 31.36018 0.88587 0.35251
H 31.36921 0.66323 -0.57839
H 30.44305 1.08256 0.54335
O 34.91291 5.07067 -8.03913
H 35.64360 4.86055 -7.45760
H 34.13223 4.93612 -7.50185
O 27.92389 5.77834 -4.43845
H 27.17148 5.65336 -3.86009
H 28.57649 5.15389 -4.12158
O 32.94563 4.44318 -0.85871
H 33.65278 5.08586 -0.80278
H 32.90753 4.05171 0.01395
O 31.35237 3.59825 2.39863
H 31.64965 2.95239 1.75774
H 30.41045 3.44556 2.47401
O 33.84990 1.02422 -8.03373
H 33.83574 1.04789 -8.99053
H 34.70377 1.38649 -7.79731
O 31.27238 5.98080 -2.72543
H 31.77781 5.50595 -2.06566
H 30.37619 5.66289 -2.61585
O 30.33987 0.80324 -2.54289
H 29.90670 0.09586 -3.02060
H 31.18861 0.89990 -2.97479
*
```

Summary:
Kohn-Sham gap: 0.3096 Ha
lowest unoccupied orbital energy: -1.28 eV

***

Stability check: which of them is least stable? *two*.

***

*one*
A structure of composition C4H4CuO5, computed with the ωB97M-V functional and the def2-TZVPD basis.

```
! RIJCOSX wB97M-V def2-TZVPD def2/J DEFGRID3
* xyz 0 2
O 2.72253 0.60912 -0.07549
C 2.33291 0.10155 -1.24647
C 1.58300 0.62210 0.82021
O 3.09189 -0.19642 -2.13588
O 1.01675 -0.05977 -1.28833
C 0.40346 0.62109 -0.13276
H 1.63534 1.51680 1.44996
H 1.66213 -0.27736 1.44804
H 0.25165 1.66024 -0.47670
O -2.41434 -0.57022 2.04657
C -3.54542 -0.72909 1.22986
O -3.23138 -0.31228 0.09377
H -3.01648 -0.25807 2.84019
Cu -1.31477 -0.14108 0.47500
*
```

Summary:
Kohn-Sham gap (alpha / beta): 0.3591 / 0.2185 Ha
lowest unoccupied orbital energy (alpha / beta): -0.08 / -3.41 eV

***

*two*
A structure of composition C4H4CuO5, computed with the ωB97M-V functional and the def2-TZVPD basis.

```
! RIJCOSX wB97M-V def2-TZVPD def2/J DEFGRID3
* xyz 0 2
O 0.72576 -1.52376 0.03444
C 0.24728 -0.80911 1.07561
C 0.79622 -0.94171 -1.26320
O 0.10694 -1.37554 2.14118
O -0.07177 0.41901 0.80103
C -0.51911 -0.80284 -1.93688
H 1.44409 -1.62656 -1.83777
H 1.32633 0.02372 -1.21397
H -0.58492 -0.18102 -2.83276
H -1.33774 -1.47822 -1.67632
O 0.65770 2.04222 3.08501
O -0.96654 2.62326 1.58298
C -0.03076 2.09781 2.13200
Cu -1.79351 1.53274 -0.09136
*
```

Summary:
Kohn-Sham gap (alpha / beta): 0.2678 / 0.2745 Ha
lowest unoccupied orbital energy (alpha / beta): -1.65 / -2.02 eV

***

Stability check: which of them is least stable? *one*.

***

*one*
A cluster of 3 separate species, C2H12NO2S in total, computed with the ωB97M-V functional and the def2-TZVPD basis.

```
! RIJCOSX wB97M-V def2-TZVPD def2/J DEFGRID3
* xyz 1 1
C -0.85067 -0.13079 0.29593
C -0.46657 0.64311 1.53281
S -0.81215 2.48244 1.50765
N -0.56040 0.56023 -0.99776
H -0.27617 -1.05230 0.40870
H -1.92280 -0.30875 0.39885
H -0.84591 0.20138 2.45765
H 0.61371 0.62365 1.68573
H -0.73327 2.58473 2.83414
H -1.22447 1.32697 -1.10865
H 0.38744 0.92935 -1.05073
H -0.73133 -0.20546 -1.69216
H 3.15663 0.12534 -0.27233
H 3.76307 -0.77534 0.77111
O 2.91838 -0.53377 0.39910
H -0.61957 -2.62122 -1.74085
H -1.21398 -1.99939 -3.08008
O -0.58192 -1.85016 -2.34911
*
```

Summary:
Kohn-Sham gap: 0.3505 Ha
lowest unoccupied orbital energy: -3.27 eV

***

*two*
A cluster of 3 separate species, C2H12NO2S in total, computed with the ωB97M-V functional and the def2-TZVPD basis.

```
! RIJCOSX wB97M-V def2-TZVPD def2/J DEFGRID3
* xyz 1 1
C 0.21352 0.06818 -0.36065
C 0.02432 1.46639 -0.75068
S -1.42882 1.67484 -1.84844
N -0.98983 -0.41268 0.36480
H 1.02969 0.09243 0.37964
H 0.75661 -0.56269 -1.15668
H 1.00018 1.77532 -1.28590
H 0.13848 2.46869 -0.08919
H -0.61601 1.83969 -2.76262
H -1.84853 -0.16520 -0.11817
H -1.00991 -0.17526 1.36556
H -1.03256 -1.51100 0.18951
H -0.58496 -1.28308 3.68352
H -1.51881 0.13483 3.81645
O -0.81854 -0.36258 3.37820
H 2.91680 -2.01142 -1.41253
H 1.52362 -1.70564 -1.94225
O 2.24476 -1.33081 -1.45056
*
```

Summary:
Kohn-Sham gap: 0.3550 Ha
lowest unoccupied orbital energy: -3.45 eV

***

Stability check: which of them is least stable? *two*.

***

*one*
A cluster of 2 separate species, CH2N2O3Si in total, computed with the ωB97M-V functional and the def2-TZVPD basis.

```
! RIJCOSX wB97M-V def2-TZVPD def2/J DEFGRID3
* xyz 0 1
N 1.07717 3.49896 1.49388
C 0.51114 2.68768 0.93064
Si -0.63663 1.50079 0.01083
O -0.06317 0.53980 -0.98149
H -2.04454 1.39718 0.60004
O 0.84449 -3.76873 0.07360
N 0.86455 -2.61628 -0.28289
O -0.29266 -2.12170 -0.78583
H -0.26034 -1.11770 -1.05877
*
```

Summary:
Kohn-Sham gap: 0.2753 Ha
lowest unoccupied orbital energy: -2.18 eV

***

*two*
A cluster of 2 separate species, CH2N2O3Si in total, computed with the ωB97M-V functional and the def2-TZVPD basis.

```
! RIJCOSX wB97M-V def2-TZVPD def2/J DEFGRID3
* xyz 0 1
O 0.07446 -0.44616 0.10095
Si -0.81242 -1.55085 -0.43642
O -1.17351 -1.68439 -2.00131
H -1.74416 -2.50217 0.16581
H -1.45707 -1.08710 -2.70317
N 1.15865 3.01973 -0.04341
C 1.21888 2.20688 0.77934
N 1.49133 1.17225 1.49848
O 1.24383 0.87181 2.63973
*
```

Summary:
Kohn-Sham gap (alpha / beta): 0.2990 / 0.2989 Ha
lowest unoccupied orbital energy (alpha / beta): -1.42 / -1.43 eV

***

Stability check: which of them is least stable? *one*.